Computed, not measured: a cluster of 2 separate species, C4H10N2O2 in total in a non-equilibrium geometry, with ωB97M-V/def2-TZVPD.

Geometry as XYZ:
```
18
Properties=species:S:1:pos:R:3:forces:R:3:mulliken_charge:R:1
C -1.94956 -1.07421 -1.26275 0.2 1.5 -0.4 -0.672
C -0.64733 -1.64054 -1.75879 1.3 -0.6 0.8 0.675
O 0.48918 -1.37488 -1.37508 -2.0 -0.1 -0.7 -0.570
O -0.85036 -2.59978 -2.69434 -0.7 0.6 0.3 -0.458
H -2.45950 -0.61911 -2.13560 0.1 -0.4 0.4 0.268
H -1.71876 -0.24746 -0.57344 -0.1 -0.4 -0.1 0.132
H -2.64053 -1.77880 -0.80147 0.3 -0.2 -0.1 0.291
H 0.01643 -2.89255 -2.95438 0.8 -0.4 -0.3 0.336
N 2.81466 1.06903 1.46431 -0.2 -0.3 0.3 -0.584
C 1.45954 0.67126 1.15968 -1.7 -0.3 -0.5 -0.132
C 0.45544 1.54503 1.42825 2.3 0.1 0.3 -0.316
N -0.92418 1.54471 1.16779 -1.3 -0.9 -0.4 -0.472
H 3.44857 0.90862 0.67935 -0.4 -0.1 0.3 0.258
H 3.16312 0.53640 2.26074 0.0 0.1 -0.3 0.238
H 1.27253 -0.34622 0.69534 0.1 1.4 0.4 0.234
H 0.76601 2.45361 1.92572 0.6 0.3 0.0 0.275
H -1.21873 2.43251 0.75904 0.2 -0.3 0.2 0.259
H -1.47652 1.41238 2.01564 0.2 0.0 -0.3 0.237
```
Positions in Å, forces in eV/Å.

## Properties
Highest occupied orbital energy ... -8.85 eV
DFT total energy ... -418.3771 hartree
Structure (SMILES) ... CC(=O)O.N/C=C/N
Multiplicity ... 1

Computed, not measured: a structure of composition C39H38N7O5Rb in a non-equilibrium geometry, with ωB97M-V/def2-TZVPD.

Geometry as XYZ:
```
90
Properties=species:S:1:pos:R:3:forces:R:3:mulliken_charge:R:1
Rb 0.49573 0.09072 -0.32641 -0.1 1.0 0.5 0.438
O 1.45753 1.39902 8.16309 -0.3 0.5 0.2 -0.739
C 1.97873 0.47212 7.53059 -0.1 0.0 -0.7 0.569
O 2.65693 -0.48088 7.93199 0.4 -0.6 0.1 -0.738
C 1.73073 0.50342 5.98169 -0.1 0.0 0.3 -0.703
C 1.01583 1.53692 5.39649 0.0 -0.1 -0.1 -0.804
C 0.78643 1.52002 4.02079 0.3 -0.4 0.5 0.539
N 1.21713 0.53532 3.23839 -0.1 -0.1 -0.3 -0.055
C 1.91813 -0.45068 3.78579 -0.2 0.4 0.7 0.870
C 2.20433 -0.49898 5.15069 -0.1 0.1 0.0 -1.020
C 2.44643 -1.48598 2.88479 0.2 -0.5 -0.1 0.311
C 2.67943 -2.78208 3.35069 -0.1 0.1 -0.1 -0.601
C 3.29533 -3.69258 2.51429 0.0 0.1 -0.2 -0.705
C 3.65373 -3.28188 1.23939 0.0 0.0 0.0 -0.327
C 3.33293 -1.98898 0.84659 0.3 -0.4 -0.2 -0.446
N 2.74653 -1.11528 1.64269 -0.1 0.4 0.1 -0.292
C 0.08703 2.63062 3.35359 -0.3 0.4 0.0 0.727
C -0.80787 3.45072 4.04529 0.1 -0.1 -0.1 -0.781
C -1.37847 4.51952 3.38289 0.1 0.1 -0.2 -0.652
C -1.05547 4.73392 2.05219 0.1 0.1 0.1 -0.415
C -0.17397 3.85262 1.44309 -0.2 0.4 0.0 -0.283
N 0.38803 2.84112 2.07329 0.2 -0.4 -0.1 -0.260
H 0.67273 2.33902 6.03289 0.0 0.0 0.1 0.535
H 2.79683 -1.28508 5.59399 0.0 0.0 0.0 0.610
H 2.36643 -3.06328 4.34429 0.0 0.0 0.1 0.489
H 3.49273 -4.70378 2.84709 0.0 0.0 0.0 0.425
H 4.16653 -3.94468 0.56169 0.0 -0.1 -0.1 0.288
H 3.56853 -1.63238 -0.14891 0.0 -0.1 -0.1 0.661
H -1.05297 3.24102 5.07329 0.0 0.0 0.1 0.402
H -2.06897 5.18102 3.89149 0.0 0.0 0.0 0.404
H -1.50007 5.54972 1.50319 0.0 0.0 -0.1 0.572
H 0.10493 3.96362 0.40369 -0.1 0.1 -0.2 0.404
C -3.77827 0.00512 0.95019 0.2 0.1 0.1 -1.323
C -2.83947 1.11712 1.41769 0.0 -0.1 -0.1 -0.529
C -3.20717 2.47272 0.88129 0.2 -0.1 -0.1 0.844
C -4.03567 3.30362 1.61569 -0.1 0.0 0.0 -0.444
C -4.35067 4.57962 1.18149 -0.2 0.0 0.0 -0.872
C -3.78687 5.04702 0.00749 -0.1 0.1 0.1 -0.390
C -2.93967 4.25302 -0.74481 0.2 -0.1 -0.1 1.357
C -2.27057 4.82312 -1.96731 -0.1 0.0 -0.1 -1.089
C -3.20787 4.85412 -3.17201 0.2 0.0 0.1 -1.285
C -2.67777 2.92752 -0.34201 -0.8 0.5 0.3 -0.910
N -1.84527 2.14502 -1.10131 0.8 -0.6 -0.3 0.226
C -2.28257 1.46732 -2.10951 -0.6 0.6 0.5 0.509
C -1.50267 0.78612 -3.05461 0.3 -0.5 -0.7 -0.380
C -2.00757 0.01762 -4.13171 -0.4 0.2 0.3 -1.259
C -0.90727 -0.40238 -4.84631 0.1 -0.3 -0.4 -0.510
C 0.20863 0.12862 -4.17611 0.2 0.0 -0.2 -0.552
N -0.13357 0.83492 -3.11291 0.1 0.4 0.5 -0.355
H -3.42867 -0.95118 1.33559 -0.1 -0.1 0.0 0.412
H -3.78217 -0.04558 -0.13551 -0.1 -0.1 -0.1 0.257
H -4.79487 0.18342 1.30169 -0.1 0.0 0.0 0.346
H -1.82427 0.86512 1.09539 -0.1 0.1 0.2 -0.290
H -2.85027 1.15542 2.51149 0.1 0.0 -0.1 0.574
H -4.43337 2.94362 2.55549 0.0 -0.1 0.1 0.440
H -5.01767 5.20632 1.75929 0.0 0.0 0.0 0.367
H -3.98817 6.05882 -0.32461 0.0 0.1 0.0 0.392
H -1.39577 4.21652 -2.20831 0.0 0.1 0.0 0.349
H -1.93467 5.84422 -1.75451 0.0 -0.1 0.0 0.493
H -3.50317 3.84222 -3.43331 -0.1 -0.1 -0.1 0.278
H -2.70577 5.30442 -4.02621 0.0 0.0 -0.2 0.394
H -4.10567 5.42872 -2.94741 -0.1 0.0 0.0 0.345
H -3.37147 1.42922 -2.29911 0.1 0.0 0.1 0.348
H -3.04737 -0.19308 -4.33151 -0.1 0.0 0.0 0.447
H -0.89827 -1.00718 -5.73801 0.0 -0.1 -0.1 0.487
H 1.24643 0.02732 -4.45801 0.1 -0.1 0.0 0.539
C 4.47713 -4.59888 -2.28751 0.0 -0.1 -0.1 -1.302
C 3.36623 -4.59988 -3.33071 -0.1 0.1 0.3 -1.193
C 2.02873 -4.12778 -2.74911 0.4 0.0 -0.3 2.178
C 0.88583 -4.25288 -3.78751 -0.1 0.1 -0.1 -0.918
C 1.17003 -3.56978 -5.12041 0.0 -0.1 0.2 -1.302
C 1.58493 -4.99658 -1.58771 0.0 0.0 0.1 -0.090
O 1.91783 -6.16008 -1.43021 0.0 -0.2 -0.1 -0.740
N 0.69583 -4.38978 -0.76781 -0.3 0.2 0.4 0.174
C 0.41403 -2.97938 -0.75641 0.0 -1.4 0.1 0.197
O -0.50987 -2.61418 -0.04511 -0.4 0.1 0.4 -0.833
N 1.20873 -2.19768 -1.44491 0.2 0.7 -0.5 0.981
C 2.12343 -2.65068 -2.30241 0.0 -0.4 -0.1 -1.050
O 2.99733 -1.92778 -2.76041 0.3 0.1 -0.3 -0.714
H 5.42563 -4.89258 -2.73611 0.1 0.0 0.0 0.444
H 4.24273 -5.29668 -1.48751 0.1 -0.1 0.1 0.281
H 4.58663 -3.59888 -1.87561 0.1 0.1 0.0 0.268
H 3.24513 -5.60608 -3.74001 -0.1 0.0 -0.1 0.397
H 3.64573 -3.91288 -4.13041 -0.1 -0.1 0.0 0.477
H -0.01397 -3.81018 -3.35211 0.0 -0.1 0.0 0.320
H 0.69523 -5.31958 -3.95631 0.0 0.1 0.1 0.471
H 1.50833 -2.55068 -4.95421 0.0 0.1 -0.1 0.261
H 0.25453 -3.53728 -5.70951 0.0 0.0 -0.1 0.400
H 1.92473 -4.11048 -5.68951 0.1 0.0 -0.1 0.353
H 0.30293 -4.92218 -0.00091 0.0 0.0 -0.2 0.302
```
Positions in Å, forces in eV/Å.

## Properties
Highest occupied orbital energy ... -2.70 eV
DFT total energy ... -2292.7894 hartree
Net charge ... -2
Multiplicity ... 1

Computed, not measured: an isolated molecule of C9H20Si in a non-equilibrium geometry, with ωB97M-V/def2-TZVPD.

Geometry as XYZ:
```
30
Properties=species:S:1:pos:R:3:forces:R:3:mulliken_charge:R:1
C 0.92259 -2.54064 1.17231 -0.8 1.1 -0.1 -1.569
C 1.62522 -1.23580 0.62835 0.1 -0.1 0.4 1.875
C 2.28155 -1.53685 -0.73315 -1.6 0.6 0.0 -1.611
C 2.75061 -0.75280 1.55574 0.0 -0.4 0.4 -1.948
C 0.60283 -0.11804 0.54119 0.2 -1.3 -0.9 -0.643
C -0.40807 -0.14206 -0.30091 0.1 0.9 -0.3 -0.458
Si -1.57014 1.24300 -0.59922 -0.9 0.3 0.5 0.265
C -2.88159 0.50141 -1.69407 -0.2 -0.1 -0.1 -1.115
C -2.32871 1.72092 1.08434 -0.6 0.5 -1.1 -1.125
C -0.85515 2.75614 -1.47950 0.2 -0.5 0.2 -1.120
H 0.32421 -3.06431 0.39466 0.4 0.5 0.4 0.335
H 0.24762 -2.33284 2.02939 0.3 0.1 -0.6 0.332
H 1.63384 -3.22880 1.55222 1.0 -0.8 0.2 0.475
H 2.99516 -2.31362 -0.61330 0.7 -0.8 0.0 0.471
H 2.77638 -0.64321 -1.09256 0.2 0.2 -0.2 0.385
H 1.51464 -1.82764 -1.47358 0.4 0.0 0.2 0.326
H 3.44101 -1.57177 1.72580 0.2 -0.2 0.1 0.459
H 2.34942 -0.46166 2.52851 0.0 0.1 0.0 0.420
H 3.35661 0.07546 1.15832 -0.5 -0.1 -0.1 0.403
H 0.69163 0.72481 1.16197 0.5 1.0 1.1 0.448
H -0.47298 -0.96367 -0.96255 -0.1 -1.1 -0.7 0.400
H -3.52172 1.25618 -2.14049 -0.2 0.1 -0.1 0.325
H -2.40323 -0.03834 -2.50414 0.2 0.0 -0.3 0.335
H -3.51672 -0.23804 -1.20993 -0.1 0.0 0.3 0.310
H -1.82541 2.53496 1.57820 0.3 0.4 0.2 0.347
H -3.35770 2.08504 0.85270 0.5 -0.3 0.4 0.306
H -2.34647 0.88998 1.77629 -0.2 -0.3 0.0 0.347
H -1.60003 3.37007 -1.97983 -0.2 0.0 0.1 0.336
H -0.09459 2.50191 -2.20980 0.0 -0.3 -0.3 0.358
H -0.33081 3.35019 -0.74698 0.1 0.4 0.3 0.329
```
Positions in Å, forces in eV/Å.

## Properties
Highest occupied orbital energy ... -9.37 eV
DFT total energy ... -644.4110 hartree
Structure (SMILES) ... CC(C)(C)/C=C/[Si](C)(C)C
Multiplicity ... 1